# C36H63F7NO12

A 8-piece molecular cluster, C36H63F7NO12 overall in a non-equilibrium geometry (ωB97M-V with the def2-TZVPD basis set, the Open Molecules 2025 dataset).

Each line ends with the Löwdin charge.
Cartesian coordinates (Å):
F: 4.9374 -0.9843 -1.5885  -0.0211
F: 1.9623 0.5044 6.2446  -0.0863
F: 1.9333 2.6422 4.5145  0.0287
F: 4.0374 1.5925 4.8900  -0.0181
F: 6.1447 1.0853 -1.4586  -0.0236
F: 5.7944 -0.2102 0.6299  0.0194
F: 0.5821 0.0417 4.3607  -0.0328
O: -7.6167 -2.3680 -3.3806  0.0405
O: -3.0222 2.0498 6.0817  0.0377
O: 0.3747 -1.7047 9.2683  0.0433
O: 0.1007 5.1873 -4.2074  0.0271
O: 3.3474 5.2348 1.6077  -0.2862
O: 1.0251 -2.1492 -4.5615  -0.0537
O: 1.4201 0.1439 -5.2762  -0.1308
O: -2.0638 -2.0160 -3.2858  0.0390
O: 0.3164 -5.4285 -8.0968  0.0398
O: -3.2607 -1.6102 1.7409  0.0387
O: 4.5630 3.9996 3.2377  -0.1152
O: 2.7044 0.1589 2.2725  -0.0334
N: 3.1327 1.3522 2.6718  -0.0919
C: 3.7975 1.0316 -0.5608  -0.0898
C: -0.9072 1.9053 7.1805  -0.0135
C: 0.3658 0.8647 -4.5157  -0.1718
C: 2.7586 1.5054 4.0848  -0.2080
C: -3.1331 -3.0203 -1.4019  -0.0142
C: 2.9847 2.4736 1.7162  -0.2538
C: 2.4314 -5.5730 -6.9980  -0.0250
C: 0.5821 6.9716 -5.7194  -0.0278
C: 2.5291 -1.7106 8.2387  -0.0207
C: -7.3717 -0.1068 -2.6536  -0.0287
C: 1.4901 -2.2188 9.2022  -0.4895
C: -1.9353 -2.5990 -2.2105  -0.4751
C: -3.9463 -1.5543 2.7605  -0.4762
C: 3.9131 2.3513 0.3282  -0.0935
C: -0.5742 -2.9185 -1.6523  -0.0168
C: 1.0669 -6.0843 -7.3760  -0.4922
C: -6.9166 -1.3569 -3.3580  -0.4946
C: 0.5585 -1.8196 -7.0480  -0.0184
C: -5.5718 -1.3222 -4.0335  -0.0289
C: 1.9990 0.1743 4.7695  -0.0378
C: -5.2857 -0.8672 2.7648  -0.0198
C: 1.4115 2.8278 1.4321  -0.1157
C: 1.0152 -1.2405 -5.5746  -0.2631
C: 1.8687 -3.3803 10.0818  -0.0335
C: 1.8198 6.6777 -3.4827  -0.0082
C: 1.0087 1.4953 -3.1464  -0.1677
C: 0.6563 -7.4290 -6.8381  -0.0293
C: 0.7800 2.3474 0.0101  -0.2077
C: -2.2717 1.3940 6.8025  -0.4884
C: 3.6522 3.9195 2.2659  -0.3909
C: 1.0474 3.3464 -1.2664  -0.1877
C: -2.6823 0.0493 7.3404  -0.0336
C: 0.7735 6.1885 -4.4482  -0.4648
C: 5.2291 0.1740 -0.6823  -0.2157
C: 0.0960 2.7410 -2.5033  -0.1748
C: -3.4783 -2.1702 4.0519  -0.0154
H: -1.9932 -0.7200 6.9829  0.0813
H: -5.4931 -0.4701 1.7655  0.0811
H: 3.1996 -6.2596 -7.3625  0.0845
H: 2.5914 -4.5919 -7.4576  0.0800
H: 1.5723 7.6879 -3.1471  0.0903
H: -3.1356 -4.1064 -1.2798  0.0892
H: -0.1327 3.5339 -3.3327  0.0710
H: -0.8458 2.2521 -2.0097  0.1059
H: 2.1163 -0.8709 7.6695  0.0561
H: 2.1370 3.3271 -1.6925  0.0925
H: 2.6370 -0.8022 4.6903  0.1812
H: -4.7904 -1.1241 -3.2955  0.0669
H: -6.6705 0.1454 -1.8542  0.0839
H: 1.1576 0.6074 -2.3813  0.1084
H: -7.4460 0.7164 -3.3687  0.0844
H: 2.8019 6.6657 -3.9619  0.0901
H: -3.3873 -1.3982 4.8201  0.0675
H: 1.0214 -3.6393 10.7255  0.0808
H: -2.6923 0.0736 8.4330  0.0862
H: 0.6503 4.4334 -1.0138  0.1254
H: -0.8382 2.0122 8.2660  0.0884
H: 1.0333 1.2201 -0.2915  0.0945
H: -0.5080 -1.4278 -7.3697  0.0991
H: -5.5659 -0.5531 -4.8100  0.0881
H: -0.4627 -4.0001 -1.5414  0.0862
H: 1.7433 0.1360 2.0008  0.1312
H: 3.5726 1.3618 -1.6872  0.1192
H: -3.1149 -2.5277 -0.4265  0.0603
H: -4.0476 -2.7246 -1.9269  0.0634
H: -8.3593 -0.2780 -2.2124  0.0816
H: -5.3750 -2.2932 -4.5004  0.0900
H: 2.1175 -4.2476 9.4652  0.0833
H: -0.4056 2.3396 0.1611  0.1203
H: -0.7472 2.8864 6.7209  0.0912
H: -6.0694 -1.5826 3.0265  0.0849
H: -0.3517 -7.6692 -7.1927  0.0837
H: 0.7911 2.2346 2.2649  0.1171
H: -4.1815 -2.9436 4.3708  0.0873
H: 1.5092 6.9727 -6.2982  0.0851
H: 0.6463 -7.4047 -5.7455  0.0871
H: -2.4963 -2.6305 3.8994  0.0870
H: 0.4926 -2.9990 -7.0367  0.0748
H: 0.1952 -2.5557 -2.3422  0.0590
H: 0.2795 7.9949 -5.4834  0.0846
H: 3.4071 -1.3625 8.7886  0.0927
H: -0.4953 0.0843 -4.3040  0.1315
H: -0.4420 -2.4213 -0.6881  0.0860
H: 1.1079 3.9506 1.5854  0.1313
H: -5.2752 -0.0371 3.4758  0.0893
H: 3.7410 3.3947 -0.2261  0.1347
H: 1.8470 6.0154 -2.6109  0.0764
H: 2.5004 -5.4661 -5.9125  0.0915
H: -0.2051 6.5028 -6.3194  0.0825
H: 1.3454 -8.1983 -7.1956  0.0835
H: 2.8072 -2.5037 7.5400  0.0888
H: 0.0107 1.7557 -5.2255  0.1405
H: 2.1029 1.8666 -3.4162  0.1175
H: 2.7173 -3.1066 10.7139  0.0839
H: 5.0340 2.4286 0.7353  0.1498
H: -0.1390 1.2187 6.8160  0.0596
H: 1.3189 -1.5427 -7.9065  0.0932
H: -3.6903 -0.1909 6.9858  0.0721
H: 2.9784 0.2419 -0.3017  0.1126

Summary:
Calculated total energy (Eh): -3065.83874
Max |F| (Eh/bohr): 0.168
Total charge: -1
Gap between HOMO and LUMO (eV): 6.423
LUMO level (Eh): 0.0713

---

# C36H63IN3O13P

A 7-piece molecular cluster, C36H63IN3O13P overall in a non-equilibrium geometry (ωB97M-V with the def2-TZVPD basis set, the Open Molecules 2025 dataset).

Each line ends with the Löwdin charge.
Cartesian coordinates (Å):
I: 5.1891 -0.1736 -2.7306  0.4935
P: 3.5341 -1.3994 -1.4031  0.5295
O: 4.4073 -5.6639 -1.1644  -0.0004
O: -4.1014 6.9824 7.3044  -0.0064
O: -2.0193 -6.2253 4.4824  0.0915
O: -5.6060 -0.7264 -6.5978  -0.0124
O: 11.5993 3.4543 -0.1249  0.1039
O: -0.2413 -5.4816 3.4075  -0.0008
O: -4.2999 4.7854 7.3767  0.0967
O: 9.8470 3.6523 -1.4529  -0.0009
O: -3.0285 2.5025 1.6358  0.0815
O: -7.0214 0.4992 -5.4280  0.1047
O: -2.6694 4.3073 2.8536  0.0052
O: 2.6328 -6.4332 -0.1040  0.0777
O: 3.8990 -0.9718 0.2126  -0.3912
N: 0.1980 -2.4717 -0.3824  0.1994
N: 2.3581 1.4030 -4.5463  0.1474
N: -3.1111 0.7070 -1.4788  -0.1444
C: 10.4487 1.4389 -0.5587  0.0068
C: 1.7695 -0.7091 -1.7250  -0.5847
C: 8.8518 3.0985 -2.3230  -0.2302
C: -6.8522 -0.4217 -6.1835  -0.5359
C: -4.1386 8.2776 7.9193  -0.2303
C: 1.9428 0.4339 -4.0909  -0.2570
C: -2.5843 4.9871 4.1153  -0.2240
C: -1.2492 -6.3548 3.5628  -0.5349
C: 1.6840 0.7174 -1.0298  -0.1996
C: -2.6177 2.0966 3.9272  0.0189
C: -0.8621 1.3129 -0.4956  -0.1540
C: -3.6386 -0.1807 -0.5305  -0.0925
C: -4.1866 5.8221 7.9810  -0.5262
C: 0.4140 1.5762 -1.4088  -0.1860
C: -4.0520 5.8310 9.4794  0.0105
C: 7.5894 2.7490 -1.5614  -0.0855
C: -4.6177 -0.6792 -2.6990  -0.0707
C: -2.7688 8.6858 8.4224  -0.0661
C: -1.4520 -7.4339 2.5334  0.0049
C: -1.1675 4.9670 4.6521  -0.0621
C: -5.5127 -1.6847 -8.8329  -0.0683
C: -2.8133 2.9787 2.7244  -0.5132
C: 5.4774 -5.7997 -2.1092  -0.2276
C: -2.1376 1.8151 -1.2946  -0.1341
C: -3.6426 0.4192 -2.7320  -0.1243
C: 0.8251 -5.6433 2.4575  -0.2245
C: 1.3689 -0.7347 -3.2557  -0.1577
C: -5.2735 -1.8986 -7.3519  -0.2355
C: 3.2144 -7.6187 -2.0636  0.0167
C: 5.0740 -5.2770 -3.4729  -0.0626
C: 10.6960 2.9159 -0.7113  -0.5299
C: 3.4062 -6.5492 -1.0235  -0.5000
C: 0.4246 -5.1382 1.0881  -0.0951
C: -8.0217 -1.1871 -6.7422  0.0080
C: -4.6008 -1.0615 -1.2257  -0.0872
C: 0.8085 -1.6997 -0.9778  -0.1905
H: -0.4802 5.4082 3.9265  0.0823
H: 2.4721 -7.2817 -2.7877  0.1002
H: 2.6458 1.2895 -1.1786  0.0993
H: -4.4578 8.9732 7.1417  0.1235
H: -0.5416 -7.7258 2.0142  0.0672
H: 1.7006 -1.7139 -3.7177  0.1229
H: -5.2232 -1.1099 -3.5321  0.0731
H: 0.6961 2.6649 -1.2521  0.1273
H: -3.3084 4.5832 4.8259  0.1024
H: 1.6171 0.5233 0.0864  0.1226
H: -6.5630 -1.4819 -9.0475  0.0665
H: 7.2030 3.6288 -1.0425  0.0873
H: -1.5916 1.7270 3.9344  0.0976
H: -5.2083 -2.5649 -9.4024  0.0811
H: 9.2527 2.2501 -2.8831  0.1141
H: -3.3048 1.2534 3.8529  0.0952
H: -7.7772 -2.1985 -7.0602  0.0675
H: -2.0434 8.6654 7.6064  0.0833
H: -4.9453 -0.8219 -9.1880  0.0845
H: -2.4002 8.0036 9.1898  0.0672
H: 1.1741 -6.6785 2.4375  0.1099
H: 4.2367 -5.8388 -3.8898  0.0684
H: -8.7756 -1.2847 -5.9609  0.0933
H: -1.8186 -8.3283 3.0379  0.0893
H: -3.0169 5.6139 9.7449  0.0989
H: 0.2373 -0.7372 -3.2967  0.1343
H: -3.4592 0.9190 -3.7171  0.1122
H: 4.7512 -4.2359 -3.3994  0.0677
H: 9.8952 1.2643 0.3644  0.0976
H: -4.2105 -2.0771 -7.1817  0.1223
H: -5.7996 -2.7739 -6.9635  0.1144
H: -4.9016 8.3161 8.7001  0.1154
H: -0.8200 3.9496 4.8377  0.0675
H: -8.4413 -0.6327 -7.5820  0.0969
H: 0.0923 1.4965 -2.4821  0.0898
H: 8.6255 3.8733 -3.0573  0.1238
H: -0.9687 0.2551 -0.1367  0.0983
H: 4.1281 -7.8987 -2.5832  0.0697
H: 2.8533 -8.5208 -1.5694  0.0946
H: -2.7983 9.6930 8.8420  0.0831
H: 5.8381 -6.8303 -2.1436  0.1153
H: 11.4118 0.9313 -0.5039  0.0921
H: -4.3584 6.7650 9.9452  0.0691
H: 3.4611 -1.6821 0.7319  0.0522
H: 9.9133 0.9916 -1.3935  0.0663
H: 6.3011 -5.1974 -1.7229  0.1238
H: -0.7530 1.9834 0.4090  0.1056
H: -3.3605 -0.1891 0.5502  0.1109
H: -4.7000 5.0562 9.8892  0.0944
H: -5.2363 -1.8708 -0.7885  0.0756
H: 5.9113 -5.3377 -4.1706  0.0840
H: -1.9173 2.1992 -2.3283  0.1175
H: -0.4210 -5.6979 0.6826  0.0755
H: -2.1934 -7.0985 1.8079  0.0961
H: -1.1031 5.5292 5.5855  0.0769
H: 1.2617 -5.2198 0.3895  0.0401
H: 0.1137 -4.0972 1.1446  0.0326
H: 6.8209 2.3758 -2.2411  0.0074
H: -2.8815 6.0196 3.9258  0.1244
H: 1.6573 -5.0446 2.8318  0.1221
H: 7.7736 1.9896 -0.7999  0.0667
H: -2.8346 2.5862 4.8741  0.0719
H: -2.6313 2.6738 -0.7464  0.1169

Summary:
Calculated total energy (Eh): -3190.88983
Max |F| (Eh/bohr): 0.094
SMILES: N#CC[C@](C#N)(CCCCn1cccc1)P(O)I.CCOC(C)=O.CCOC(C)=O.CCOC(C)=O.CCOC(C)=O.CCOC(C)=O.CCOC(C)=O
Gap between HOMO and LUMO (eV): 6.752
LUMO level (Eh): -0.0202